{
  "formula": "C19H35N2O11",
  "method": "ωB97M-V/def2-TZVPD",
  "max_force_ev_per_a": 2.5,
  "total_energy_ev": -45768.0960,
  "relative_energy_kj_mol": 0.0,
  "mol_weight_da": 467.49,
  "homo_ha": -0.050,
  "total_charge": -1,
  "symbols": ["O", "C", "N", "C", "C", "O", "N", "O", "H", "H", "H", "O", "C", "O", "C", "C", "C", "H", "H", "H", "H", "H", "H", "H", "H", "O", "C", "O", "C", "C", "C", "H", "H", "H", "H", "H", "H", "H", "H", "O", "C", "O", "C", "C", "C", "H", "H", "H", "H", "H", "H", "H", "H", "O", "C", "O", "C", "C", "C", "H", "H", "H", "H", "H", "H", "H", "H"],
  "xyz": [[-1.96, 0.45, 0.16], [-3.12, 0.47, 0.05], [-4.29, 0.42, -0.03], [-4.94, 1.60, -0.72], [-6.44, 1.73, -0.33], [-6.93, 0.69, 0.59], [-7.14, -0.52, -0.01], [-8.08, -0.52, -0.75], [-4.95, 1.36, -1.81], [-7.03, 1.83, -1.26], [-6.57, 2.70, 0.22], [-3.07, -4.24, -2.68], [-2.06, -4.03, -2.05], [-1.87, -2.84, -1.46], [-0.81, -2.58, -0.54], [0.45, -2.16, -1.27], [-0.95, -5.05, -2.00], [-0.64, -3.43, 0.12], [-1.14, -1.75, 0.09], [0.82, -2.95, -1.92], [1.24, -1.90, -0.56], [0.26, -1.29, -1.90], [-0.31, -4.93, -2.87], [-1.41, -6.05, -2.03], [-0.36, -5.01, -1.09], [3.61, -2.00, -0.66], [3.96, -1.33, 0.27], [3.42, -1.56, 1.48], [3.90, -0.95, 2.69], [3.26, 0.40, 2.92], [4.91, -0.17, 0.09], [4.99, -0.90, 2.70], [3.61, -1.63, 3.50], [3.51, 1.11, 2.12], [3.59, 0.82, 3.87], [2.17, 0.31, 2.93], [4.34, 0.72, -0.20], [5.60, -0.42, -0.71], [5.51, 0.04, 0.97], [-5.48, 4.42, 0.39], [-6.05, 5.47, 0.46], [-6.82, 5.75, 1.54], [-7.38, 7.04, 1.79], [-8.71, 7.21, 1.09], [-6.01, 6.45, -0.69], [-6.68, 7.83, 1.55], [-7.54, 7.09, 2.87], [-8.60, 7.16, 0.00], [-9.16, 8.17, 1.34], [-9.40, 6.41, 1.38], [-6.79, 6.19, -1.41], [-5.04, 6.37, -1.18], [-6.12, 7.49, -0.39], [8.21, -0.81, -1.04], [8.12, -2.00, -0.94], [7.65, -2.55, 0.20], [7.32, -3.94, 0.34], [8.54, -4.75, 0.73], [8.62, -2.90, -2.04], [6.83, -4.32, -0.55], [6.59, -3.98, 1.15], [9.31, -4.72, -0.05], [8.26, -5.80, 0.90], [8.99, -4.36, 1.64], [9.69, -3.08, -1.90], [8.47, -2.40, -2.99], [8.10, -3.85, -2.10]]
}

{
  "formula": "C19H35N3O3S2",
  "method": "ωB97M-V/def2-TZVPD",
  "max_force_ev_per_a": 4.2,
  "total_energy_ev": -52551.0387,
  "mol_weight_da": 417.64,
  "homo_ha": -0.296,
  "symbols": ["C", "C", "C", "C", "C", "O", "C", "O", "O", "C", "C", "C", "S", "C", "S", "N", "C", "C", "N", "C", "H", "H", "H", "H", "H", "H", "H", "H", "H", "H", "H", "H", "H", "H", "H", "H", "H", "H", "H", "H", "C", "C", "N", "C", "C", "C", "C", "H", "H", "H", "H", "H", "H", "H", "H", "H", "H", "H", "H", "H", "H", "H"],
  "xyz": [[-0.70, 0.02, -0.85], [0.21, -1.30, -0.76], [-0.66, -2.39, -0.03], [-0.09, -3.86, -0.11], [0.79, -4.18, -1.36], [0.64, -4.24, 1.10], [-0.23, -4.93, 1.95], [-0.41, -6.10, 1.77], [-0.80, -4.16, 2.91], [-1.69, -4.90, 3.76], [-1.88, -4.09, 5.11], [-0.59, -3.28, 5.53], [-0.83, -1.56, 4.86], [0.87, -0.92, 4.75], [1.62, -0.45, 6.14], [1.62, -0.81, 3.51], [2.26, -1.95, 3.06], [2.91, -1.45, 1.85], [2.61, -0.11, 1.68], [1.80, 0.29, 2.69], [-0.29, 0.87, -0.25], [-1.72, -0.23, -0.44], [-0.87, 0.35, -1.90], [0.49, -1.55, -1.81], [1.10, -0.98, -0.16], [-0.67, -2.11, 1.06], [-1.73, -2.37, -0.38], [-0.97, -4.56, -0.16], [0.21, -4.21, -2.31], [1.70, -3.53, -1.45], [1.19, -5.22, -1.20], [-1.32, -5.92, 4.04], [-2.69, -4.98, 3.28], [-2.72, -3.35, 5.04], [-2.13, -4.79, 5.94], [0.35, -3.67, 5.06], [-0.41, -3.30, 6.63], [2.26, -2.96, 3.50], [3.55, -2.08, 1.19], [1.35, 1.27, 2.88], [-2.48, 4.33, -2.53], [-1.09, 4.95, -2.43], [-0.02, 4.10, -2.94], [1.31, 4.60, -2.62], [1.74, 5.93, -3.25], [-0.19, 3.61, -4.30], [-0.33, 4.64, -5.42], [-2.53, 3.38, -2.00], [-3.21, 5.00, -2.09], [-2.78, 4.16, -3.57], [-0.90, 5.14, -1.37], [-1.11, 5.92, -2.93], [2.05, 3.84, -2.88], [1.38, 4.70, -1.54], [2.00, 5.82, -4.30], [2.62, 6.31, -2.73], [0.96, 6.70, -3.16], [-1.08, 2.96, -4.33], [0.63, 2.93, -4.54], [-0.97, 5.48, -5.14], [-0.76, 4.17, -6.30], [0.64, 5.04, -5.72]]
}

{
  "formula": "C19H35N4ReTe",
  "method": "ωB97M-V/def2-TZVPD",
  "max_force_ev_per_a": 0.1,
  "total_energy_ev": -35627.1936,
  "multiplicity": 2,
  "relative_energy_kj_mol": 0.0,
  "mol_weight_da": 633.32,
  "homo_ha": [-0.634, -0.633],
  "s2": 0.78,
  "total_charge": 3,
  "symbols": ["Re", "C", "C", "N", "C", "C", "N", "C", "C", "C", "N", "C", "C", "N", "C", "H", "H", "H", "H", "H", "H", "H", "H", "H", "H", "H", "H", "H", "H", "H", "H", "H", "H", "H", "H", "H", "H", "H", "H", "C", "C", "C", "C", "C", "C", "Te", "C", "C", "C", "H", "H", "H", "H", "H", "H", "H", "H", "H", "H", "H"],
  "xyz": [[-0.07, -0.30, -1.45], [-2.17, -2.50, -2.51], [-2.59, -1.14, -3.06], [-1.90, 0.05, -2.40], [-2.76, 0.88, -1.47], [-1.90, 1.95, -0.73], [-0.44, 1.75, -1.04], [0.55, 2.35, -0.06], [1.89, 1.61, -0.05], [2.57, 1.25, -1.37], [1.89, 0.08, -2.07], [2.62, -1.25, -2.04], [1.71, -2.40, -2.56], [0.29, -1.94, -2.76], [-0.76, -3.02, -2.83], [-2.87, -3.23, -2.92], [-2.35, -2.51, -1.43], [-3.66, -1.02, -2.93], [-2.39, -1.07, -4.13], [-1.69, 0.68, -3.18], [-3.21, 0.18, -0.76], [-3.56, 1.34, -2.04], [-2.02, 1.83, 0.35], [-2.21, 2.95, -1.00], [-0.26, 2.25, -1.91], [0.11, 2.26, 0.93], [0.67, 3.40, -0.29], [1.79, 0.70, 0.55], [2.59, 2.24, 0.51], [3.61, 0.97, -1.19], [2.58, 2.08, -2.07], [1.84, 0.34, -3.06], [2.91, -1.43, -1.01], [3.53, -1.17, -2.64], [1.69, -3.20, -1.83], [2.10, -2.81, -3.50], [0.27, -1.52, -3.70], [-0.48, -3.79, -2.10], [-0.72, -3.48, -3.81], [0.60, 2.17, 5.52], [0.38, 1.27, 4.34], [1.42, 0.48, 3.83], [1.23, -0.38, 2.77], [2.37, -1.27, 2.33], [-0.05, -0.42, 2.18], [-0.34, -1.74, 0.58], [-1.14, 0.29, 2.71], [-2.57, 0.09, 2.28], [-0.88, 1.15, 3.77], [1.66, 2.33, 5.71], [0.17, 1.71, 6.42], [0.11, 3.13, 5.38], [2.39, 0.53, 4.31], [3.24, -1.11, 2.95], [2.67, -1.08, 1.29], [2.10, -2.33, 2.41], [-2.68, -0.28, 1.26], [-3.15, 1.01, 2.38], [-3.04, -0.65, 2.94], [-1.71, 1.71, 4.20]]
}

{
  "formula": "C19H35N5O6",
  "method": "ωB97M-V/def2-TZVPD",
  "max_force_ev_per_a": 4.6,
  "total_energy_ev": -40002.0758,
  "mol_weight_da": 429.52,
  "homo_ha": -0.378,
  "symbols": ["C", "O", "C", "C", "O", "C", "C", "O", "C", "H", "H", "H", "H", "H", "H", "H", "H", "H", "H", "H", "H", "H", "H", "C", "O", "C", "O", "O", "C", "H", "H", "H", "H", "H", "H", "C", "C", "N", "H", "H", "H", "C", "C", "N", "H", "H", "H", "C", "C", "N", "H", "H", "H", "C", "C", "N", "H", "H", "H", "C", "C", "N", "H", "H", "H"],
  "xyz": [[-0.42, 3.06, -3.55], [-1.04, 2.32, -2.49], [-2.44, 2.33, -2.59], [-3.05, 1.76, -1.28], [-2.53, 2.56, -0.24], [-3.07, 2.15, 1.01], [-2.58, 3.00, 2.20], [-1.31, 2.55, 2.56], [-0.74, 3.28, 3.64], [-0.54, 2.57, -4.52], [0.65, 2.85, -3.53], [-0.59, 4.13, -3.55], [-2.73, 1.62, -3.36], [-2.82, 3.33, -2.82], [-2.84, 0.70, -1.17], [-4.13, 1.86, -1.37], [-2.90, 1.11, 1.29], [-4.15, 2.28, 0.96], [-3.28, 2.79, 3.01], [-2.69, 4.06, 1.98], [0.07, 2.63, 3.96], [-1.46, 3.38, 4.44], [-0.36, 4.26, 3.31], [4.94, -1.36, 0.88], [4.13, -1.81, 1.98], [2.82, -2.06, 1.77], [2.20, -2.06, 0.70], [2.22, -2.15, 2.98], [0.86, -2.41, 3.12], [4.85, -2.11, 0.09], [6.01, -1.26, 1.07], [4.61, -0.37, 0.56], [0.59, -2.48, 4.18], [0.70, -3.41, 2.72], [0.15, -1.73, 2.66], [-0.10, -0.34, -1.22], [-0.78, -1.32, -0.39], [-1.39, -2.06, 0.27], [-0.15, 0.58, -0.65], [-0.68, -0.17, -2.13], [0.93, -0.64, -1.37], [0.50, 3.48, -0.12], [0.09, 4.85, -0.26], [-0.22, 5.96, -0.37], [0.74, 3.12, -1.12], [-0.24, 2.81, 0.32], [1.45, 3.37, 0.39], [3.52, 0.57, -2.42], [3.58, -0.88, -2.70], [3.46, -2.02, -2.87], [3.29, 0.78, -1.38], [2.76, 1.10, -3.00], [4.51, 0.99, -2.60], [-2.82, -5.05, 2.09], [-4.07, -4.68, 1.48], [-5.08, -4.30, 1.04], [-2.01, -4.56, 1.55], [-2.60, -6.12, 2.03], [-2.87, -4.69, 3.11], [1.38, -4.25, -1.94], [1.78, -5.51, -1.32], [2.11, -6.54, -0.83], [2.00, -4.02, -2.81], [1.45, -3.46, -1.19], [0.33, -4.38, -2.19]]
}